This record from the OMol25 dataset describes a molecular structure, C47H38Cl69NO4 at a distorted geometry. The level of theory is ωB97M-V with the def2-TZVPD basis set.

Its HOMO energy is -0.30403 hartree. As for the LUMO energy: -2.243 eV. Its multiplicity is 1. Its HOMO-LUMO gap is 6.030 eV. The calculation puts the total energy at -923043.9982 eV.

Geometry (Å):
C1 -4.278 6.122 2.394
C2 -3.829 5.235 1.369
C3 -3.362 4.444 -0.027
C4 -4.426 4.127 -1.261
C5 -3.972 3.378 -2.684
C6 -2.392 2.900 -2.949
C7 -1.346 3.170 -1.712
C8 -1.800 3.919 -0.287
C9 0.245 2.684 -1.888
O1 1.075 3.093 -0.917
C10 0.671 1.785 -3.201
C11 2.164 1.049 -3.334
C12 3.333 1.139 -2.184
C13 3.159 -0.168 -1.210
C14 4.117 -1.487 -1.580
C15 3.935 -2.845 -0.645
C16 2.869 -2.953 0.598
C17 2.603 -4.275 1.533
C18 1.961 -1.590 0.916
C19 2.080 -0.200 0.036
C20 2.541 0.124 -4.675
C21 1.505 -0.138 -5.928
C22 0.005 0.589 -5.791
O2 -0.926 0.306 -6.919
N1 -0.330 0.684 -8.095
O3 -0.522 1.904 -8.122
C23 -0.376 1.512 -4.476
C24 -1.897 2.189 -4.373
O4 -2.761 2.217 -5.415
H1 -4.288 7.055 3.135
H2 -5.539 4.471 -1.143
H3 -4.826 3.214 -3.470
H4 -1.052 4.112 0.600
H5 4.370 1.003 -2.759
H6 3.409 2.168 -1.632
H7 4.875 -1.439 -2.500
H8 4.604 -3.772 -0.897
H9 1.789 -4.941 0.976
H10 3.544 -4.968 1.673
H11 2.108 -3.986 2.571
H12 1.168 -1.617 1.800
H13 1.403 0.757 0.250
H14 3.591 -0.413 -4.741
H15 1.822 -0.808 -6.842
C25 -8.027 7.606 3.885
Cl1 -9.598 7.062 3.273
Cl2 -7.889 7.278 5.621
Cl3 -6.708 6.824 2.997
H16 -7.953 8.686 3.732
C26 5.226 -4.029 4.642
Cl4 3.663 -3.804 5.446
Cl5 5.716 -5.730 4.700
Cl6 5.150 -3.460 2.965
H17 5.975 -3.436 5.173
C27 -8.060 10.575 0.968
Cl7 -8.340 9.657 -0.521
Cl8 -9.429 10.393 2.078
Cl9 -6.555 10.056 1.746
H18 -7.966 11.633 0.709
C28 -7.853 4.035 8.166
Cl10 -8.133 3.117 6.676
Cl11 -9.222 3.853 9.275
Cl12 -6.348 3.516 8.943
H19 -7.759 5.093 7.906
C29 -4.302 0.664 -8.661
Cl13 -3.429 -0.236 -9.913
Cl14 -5.203 2.011 -9.378
Cl15 -5.394 -0.410 -7.770
H20 -3.572 1.073 -7.958
C30 -4.051 2.613 6.071
Cl16 -5.080 3.651 5.070
Cl17 -4.560 0.921 5.942
Cl18 -2.350 2.787 5.606
H21 -4.157 2.925 7.113
C31 2.941 5.094 1.359
Cl19 1.368 4.781 2.111
Cl20 3.602 6.639 1.920
Cl21 4.070 3.773 1.705
H22 2.800 5.152 0.277
C32 1.357 9.141 -0.366
Cl22 2.231 9.721 -1.794
Cl23 -0.234 9.913 -0.254
Cl24 1.191 7.377 -0.412
H23 1.934 9.409 0.523
C33 1.604 -3.840 -6.163
Cl25 0.031 -4.153 -5.412
Cl26 2.265 -2.294 -5.603
Cl27 2.733 -5.161 -5.818
H24 1.463 -3.781 -7.246
C34 -0.179 1.671 8.942
Cl28 0.695 2.251 7.514
Cl29 -1.770 2.443 9.055
Cl30 -0.345 -0.093 8.896
H25 0.398 1.939 9.831
C35 -3.749 -5.418 -6.118
Cl31 -3.999 -3.860 -6.925
Cl32 -3.224 -5.174 -4.444
Cl33 -5.229 -6.391 -6.171
H26 -2.962 -5.959 -6.650
C36 -4.451 -6.576 -10.358
Cl34 -3.727 -5.574 -11.627
Cl35 -5.063 -8.094 -11.036
Cl36 -3.275 -6.898 -9.073
H27 -5.293 -6.028 -9.925
C37 -0.303 -9.545 -7.432
Cl37 -1.600 -10.635 -7.952
Cl38 -0.976 -8.116 -6.630
Cl39 0.824 -10.389 -6.356
H28 0.246 -9.216 -8.318
C38 3.961 -8.650 -8.098
Cl40 4.141 -9.006 -6.372
Cl41 3.857 -10.151 -9.035
Cl42 2.532 -7.641 -8.380
H29 4.844 -8.098 -8.430
C39 5.987 9.813 -2.461
Cl43 6.656 8.627 -3.595
Cl44 6.720 9.625 -0.859
Cl45 6.231 11.460 -3.068
H30 4.912 9.635 -2.371
C40 1.067 -13.778 -8.956
Cl46 1.736 -14.965 -10.089
Cl47 1.800 -13.966 -7.354
Cl48 1.311 -12.131 -9.562
H31 -0.008 -13.956 -8.865
C41 5.466 7.999 5.577
Cl49 3.904 8.224 6.382
Cl50 5.957 6.298 5.636
Cl51 5.391 8.568 3.901
H32 6.215 8.592 6.108
C42 0.735 -6.699 5.896
Cl52 -0.294 -5.661 4.895
Cl53 0.225 -8.391 5.767
Cl54 2.436 -6.524 5.431
H33 0.629 -6.386 6.938
C43 3.848 -3.228 9.593
Cl55 4.028 -3.583 11.320
Cl56 3.744 -4.728 8.657
Cl57 2.419 -2.218 9.312
H34 4.730 -2.675 9.262
C44 1.753 -10.315 8.499
Cl58 0.180 -10.628 9.251
Cl59 2.414 -8.770 9.060
Cl60 2.882 -11.636 8.845
H35 1.612 -10.256 7.417
C45 -1.099 -10.738 12.963
Cl61 -2.395 -11.828 12.442
Cl62 -1.772 -9.309 13.765
Cl63 0.029 -11.582 14.038
H36 -0.549 -10.409 12.077
C46 4.452 6.448 -5.657
Cl64 5.325 5.548 -6.909
Cl65 3.551 7.795 -6.374
Cl66 3.360 5.374 -4.766
H37 5.182 6.857 -4.954
C47 0.805 9.956 4.488
Cl67 1.706 11.336 5.139
Cl68 -0.715 9.733 5.371
Cl69 0.492 10.178 2.758
H38 1.412 9.057 4.616